(1)
Below is a 13-piece molecular cluster, C61H79Br3N6O30 overall at a distorted geometry, with properties calculated with wB97M-V/def2-TZVPD.

E_LUMO   -0.0484 Eh
ΔE to the lowest compared entry with this formula, charge and spin   92.2 kcal/mol
Strongest force on any atom   5.2 eV/A
Total charge   0
Calculated total energy   -12678.896687 Eh
Kohn-Sham gap   8.72 eV
E_HOMO   -10.034 eV

Each line ends with the Mulliken charge.
Geometry (Å):
C -0.08 -3.79 7.90  -0.246
C 1.04 -3.85 7.08  -0.730
C 0.93 -3.41 5.75  -0.264
C -0.27 -2.89 5.27  -0.134
C -1.40 -2.77 6.16  -0.173
C -1.28 -3.28 7.50  -0.759
N -0.39 -2.38 3.87  0.691
O 0.57 -2.02 3.22  -0.227
O -1.55 -2.30 3.47  -0.409
H -0.06 -4.24 8.88  0.362
H 1.99 -4.15 7.47  0.406
H 1.84 -3.52 5.19  0.456
H -2.32 -2.34 5.78  0.593
H -2.13 -3.21 8.16  0.405
C 4.69 0.10 3.29  -0.440
C 5.63 0.35 4.28  -0.736
C 6.24 -0.68 4.94  -0.417
C 6.09 -2.00 4.48  -0.235
C 5.11 -2.22 3.39  -0.345
C 4.48 -1.15 2.81  0.146
N 6.70 -3.14 5.21  1.001
O 7.56 -2.94 6.05  -0.619
O 6.27 -4.24 4.94  -0.587
H 4.26 1.00 2.87  0.498
H 5.90 1.32 4.67  0.439
H 6.93 -0.64 5.77  0.477
H 4.85 -3.23 3.11  0.521
H 3.83 -1.25 1.95  0.281
C 0.57 1.32 3.77  0.034
C 0.75 2.25 2.79  -0.487
C 1.39 3.45 3.15  0.359
C 1.87 3.67 4.45  -0.540
C 1.59 2.73 5.43  -0.491
C 0.97 1.53 5.09  -0.839
N 2.77 4.83 4.72  0.935
O 2.76 5.35 5.85  -0.574
O 3.33 5.39 3.80  -0.560
H 0.00 0.42 3.58  0.269
H 0.32 2.01 1.82  0.396
H 1.71 4.13 2.39  0.436
H 1.79 2.88 6.48  0.460
H 0.82 0.86 5.91  0.523
C -0.64 4.18 -0.46  -1.037
C 0.34 3.68 -1.36  0.283
C 1.56 4.31 -1.39  0.174
C 1.90 5.37 -0.56  -0.536
C 0.88 5.92 0.21  -0.409
C -0.34 5.23 0.37  -0.427
N 3.28 5.99 -0.52  1.067
O 4.10 5.44 -1.23  -0.598
O 3.45 7.03 0.17  -0.592
H -1.61 3.71 -0.41  0.444
H -0.01 2.90 -2.02  0.358
H 2.23 4.02 -2.19  0.249
H 1.01 6.84 0.77  0.421
H -1.06 5.53 1.12  0.439
C -0.06 -4.35 0.24  -0.544
C -1.25 -4.21 0.97  -0.554
C -2.41 -3.64 0.38  -0.293
C -2.43 -3.15 -0.92  0.036
C -1.23 -3.29 -1.66  0.218
C -0.08 -3.91 -1.10  -0.793
N -3.63 -2.52 -1.48  0.967
O -4.68 -2.51 -0.83  -0.629
O -3.48 -1.78 -2.47  -0.284
H 0.73 -4.92 0.71  0.513
H -1.38 -4.56 1.98  0.510
H -3.32 -3.67 0.95  0.471
H -1.13 -2.90 -2.66  -0.175
H 0.80 -3.97 -1.72  0.471
C 1.27 -0.32 -2.05  -0.634
C 0.04 0.12 -2.55  -0.204
C -1.04 0.28 -1.74  0.252
C -1.01 0.04 -0.39  0.080
C 0.24 -0.41 0.15  0.010
C 1.43 -0.54 -0.72  -0.886
N -2.20 0.07 0.44  1.565
O -2.08 -0.11 1.67  -0.605
O -3.26 0.23 -0.16  -0.590
H 2.15 -0.35 -2.67  0.562
H -0.06 0.53 -3.54  0.120
H -2.01 0.47 -2.17  -0.405
H 0.19 -0.81 1.15  0.436
H 2.36 -0.85 -0.28  0.539
C -6.97 -2.60 -8.64  -1.176
C -5.53 -3.03 -8.50  -0.240
O -5.04 -2.50 -7.26  -0.168
C -3.85 -2.97 -6.77  0.579
O -3.24 -3.99 -7.19  -0.614
O -3.38 -2.03 -5.93  -0.171
C -2.12 -2.13 -5.22  -0.787
H -7.39 -2.70 -9.64  0.374
H -7.14 -1.54 -8.41  0.309
H -7.59 -3.14 -7.93  0.290
H -4.91 -2.68 -9.33  0.294
H -5.40 -4.11 -8.52  0.317
H -2.10 -2.92 -4.47  0.414
H -1.91 -1.14 -4.80  0.126
H -1.31 -2.24 -5.93  0.511
C -4.96 -0.98 4.01  -1.350
C -6.01 0.13 3.81  0.921
O -5.66 1.17 4.70  -0.248
C -6.44 1.49 5.72  0.703
O -7.47 0.94 6.01  -0.593
O -5.92 2.59 6.28  -0.340
C -6.39 3.06 7.44  -0.760
H -4.98 -1.30 5.06  0.389
H -3.97 -0.57 3.84  0.198
H -5.01 -1.78 3.27  0.408
H -7.04 -0.23 3.78  -0.099
H -5.91 0.57 2.82  -0.280
H -6.02 4.07 7.61  0.278
H -6.27 2.51 8.37  0.303
H -7.46 3.26 7.34  0.330
C 6.78 -1.00 -3.48  -1.477
C 6.04 0.13 -4.10  0.096
O 5.57 -0.32 -5.28  -0.316
C 4.32 0.00 -5.69  0.650
O 3.37 0.40 -5.02  -0.357
O 4.30 -0.18 -7.01  -0.402
C 3.16 0.16 -7.75  -0.490
H 6.23 -1.93 -3.53  0.288
H 7.16 -0.75 -2.49  0.450
H 7.70 -1.15 -4.04  0.361
H 6.74 0.96 -4.22  0.267
H 5.22 0.39 -3.44  0.174
H 2.33 -0.11 -7.10  0.151
H 2.96 -0.37 -8.68  0.289
H 3.22 1.23 -7.94  0.266
C 0.99 2.95 -5.16  -0.837
C 2.54 3.14 -4.81  0.021
O 2.90 4.53 -4.82  -0.403
C 4.20 4.88 -4.79  0.938
O 5.09 4.03 -4.62  -0.640
O 4.38 6.15 -5.02  -0.361
C 5.69 6.74 -4.94  -0.689
H 0.34 3.35 -4.37  -0.064
H 0.84 1.87 -5.15  0.192
H 0.74 3.30 -6.16  0.452
H 3.10 2.61 -5.58  0.346
H 2.70 2.82 -3.78  0.258
H 5.85 7.48 -5.72  0.267
H 6.48 6.00 -5.05  0.323
H 5.85 7.28 -4.00  0.277
C -10.10 -0.53 4.24  -0.937
C -10.50 -0.09 2.84  -0.258
O -9.45 -0.53 1.97  -0.335
C -8.64 0.36 1.41  0.925
O -8.76 1.59 1.51  -0.684
O -7.69 -0.17 0.76  -0.302
C -6.57 0.56 0.15  -0.610
H -9.86 -1.60 4.23  0.276
H -10.94 -0.40 4.91  0.435
H -9.30 0.04 4.70  0.153
H -10.66 0.99 2.84  0.297
H -11.46 -0.52 2.54  0.331
H -6.80 1.13 -0.75  0.306
H -5.90 -0.24 -0.16  0.163
H -6.14 1.20 0.91  0.336
C 4.22 -4.05 -0.06  -1.033
C 5.00 -3.39 -1.20  -0.232
O 6.19 -2.69 -0.76  -0.123
C 7.45 -3.10 -0.76  0.699
O 7.85 -4.11 -1.35  -0.636
O 8.26 -2.22 -0.09  -0.257
C 9.69 -2.50 0.06  -0.694
H 4.93 -4.57 0.59  0.422
H 3.67 -4.90 -0.45  0.435
H 3.54 -3.42 0.52  0.055
H 4.23 -2.71 -1.56  0.069
H 5.33 -4.08 -1.99  0.500
H 10.16 -1.83 0.78  0.253
H 10.09 -2.56 -0.95  0.295
H 9.89 -3.52 0.39  0.310
C -4.16 2.13 -3.39  -0.144
Br -2.39 2.89 -3.95  0.068
Br -4.76 0.43 -4.28  0.048
Br -5.57 3.56 -3.80  -0.074
H -3.93 1.99 -2.34  0.130

***

(2)
Below is C61H80I2O5PSSe3Zr as an isolated structure, with properties calculated with wB97M-V/def2-TZVPD.

E_LUMO   0.0787 Eh
ΔE to the lowest compared entry with this formula, charge and spin   19.8 kcal/mol
Strongest force on any atom   0.5 eV/A
Total charge   -1
Calculated total energy   -11335.170758 Eh
Kohn-Sham gap   6.92 eV
E_HOMO   -4.784 eV

Each line ends with the Mulliken charge.
Geometry (Å):
Zr 0.18 0.57 0.48  -0.771
C -4.06 -6.11 0.98  -1.661
C -3.33 -5.70 -0.30  2.000
C -2.18 -6.68 -0.53  -2.025
C -4.29 -5.82 -1.49  -1.556
C -2.84 -4.26 -0.18  -0.419
C -1.50 -3.90 -0.27  -0.183
C -1.13 -2.58 -0.14  0.417
Se 0.68 -1.99 -0.33  0.252
C 0.52 -1.56 -2.19  -0.091
C 0.75 -2.57 -3.11  -0.482
C 0.58 -2.33 -4.46  0.040
C 0.13 -1.07 -4.81  -0.767
C -0.14 -0.03 -3.92  0.189
C 0.11 -0.25 -2.54  -0.200
O 0.02 0.69 -1.60  1.184
C -0.66 1.26 -4.57  2.645
C -1.23 2.27 -3.58  -1.208
C -1.79 0.95 -5.57  -2.113
C 0.51 1.93 -5.31  -1.740
C 0.84 -3.38 -5.54  2.042
C 1.28 -4.72 -4.94  -2.095
C 1.94 -2.89 -6.49  -1.674
C -0.45 -3.63 -6.34  -1.581
C -2.07 -1.56 0.10  -0.141
O -1.62 -0.32 0.25  1.042
C -3.44 -1.88 0.14  0.395
C -3.76 -3.23 0.03  -0.515
C -4.58 -0.87 0.28  2.497
C -4.18 0.61 0.19  -1.985
C -5.59 -1.11 -0.87  -2.042
C -5.29 -1.10 1.62  -1.498
H -4.41 -7.15 0.91  0.462
H -4.93 -5.48 1.17  0.290
H -3.40 -6.03 1.85  0.330
H -2.57 -7.70 -0.61  0.447
H -1.47 -6.66 0.30  0.376
H -1.64 -6.46 -1.45  0.284
H -4.64 -6.85 -1.60  0.457
H -3.80 -5.52 -2.42  0.315
H -5.17 -5.18 -1.36  0.303
H -0.74 -4.65 -0.45  0.548
H 1.07 -3.53 -2.74  0.443
H -0.01 -0.86 -5.87  0.112
H -2.05 1.83 -3.00  0.263
H -1.62 3.14 -4.12  0.625
H -0.47 2.60 -2.89  -0.643
H -2.61 0.44 -5.07  0.332
H -1.46 0.33 -6.41  0.407
H -2.17 1.89 -5.99  0.514
H 1.33 2.14 -4.62  0.182
H 0.19 2.89 -5.75  0.465
H 0.89 1.30 -6.11  0.350
H 2.21 -4.61 -4.37  0.379
H 1.46 -5.44 -5.74  0.447
H 0.52 -5.14 -4.28  0.312
H 2.86 -2.70 -5.94  0.347
H 1.65 -1.96 -6.98  0.299
H 2.14 -3.63 -7.27  0.461
H -1.25 -3.97 -5.68  0.306
H -0.28 -4.40 -7.11  0.452
H -0.79 -2.72 -6.84  0.305
H -4.81 -3.50 0.09  0.241
H -3.72 0.83 -0.78  0.160
H -3.47 0.92 0.95  -0.026
H -5.09 1.21 0.29  0.679
H -5.10 -0.97 -1.83  0.326
H -6.41 -0.38 -0.79  0.494
H -6.03 -2.10 -0.84  0.387
H -4.59 -0.94 2.45  -0.089
H -5.69 -2.11 1.70  0.337
H -6.12 -0.39 1.74  0.503
O -2.19 -1.30 6.43  -0.534
C -2.60 -0.34 5.45  -1.500
C -1.42 0.10 4.58  2.840
C -0.46 0.87 5.50  -1.595
O 0.80 1.20 4.97  -0.223
C -0.79 -1.18 4.03  -1.778
Se 0.59 -1.16 2.63  -0.764
C -2.08 0.96 3.49  -0.462
Se -1.03 2.14 2.34  -0.458
H -2.96 -1.54 6.96  0.343
H -3.03 0.54 5.94  0.513
H -3.37 -0.77 4.80  0.396
H -0.35 0.28 6.42  0.385
H -0.93 1.82 5.78  0.278
H 1.19 0.41 4.55  0.113
H -1.60 -1.82 3.66  0.499
H -0.32 -1.72 4.85  0.546
H -2.77 1.65 3.98  0.820
H -2.67 0.30 2.85  -1.090
I 2.75 1.73 2.34  0.663
C 2.50 3.62 3.19  0.141
C 2.81 3.65 4.53  -0.599
C 2.96 4.86 5.22  -1.160
C 2.86 6.03 4.53  -0.804
C 2.52 6.03 3.16  0.842
C 2.48 7.28 2.49  -0.842
C 2.17 7.34 1.16  -1.170
C 1.78 6.16 0.51  -0.279
C 1.76 4.92 1.12  0.858
P 0.83 3.66 0.10  1.534
C -0.85 4.40 0.10  0.294
C -1.81 3.71 -0.64  0.571
C -3.12 4.15 -0.70  -0.400
C -3.51 5.26 0.04  -0.975
C -2.57 5.93 0.81  -0.726
C -1.25 5.51 0.84  -0.833
C 1.47 4.08 -1.57  0.330
C 0.75 4.83 -2.50  0.274
C 1.32 5.16 -3.72  -0.679
C 2.61 4.74 -4.03  -0.683
C 3.32 4.00 -3.10  -0.673
C 2.76 3.67 -1.88  -1.152
C 2.24 4.82 2.46  -0.116
H 2.95 2.72 5.06  0.527
H 3.20 4.85 6.28  0.401
H 3.03 6.99 5.01  0.344
H 2.73 8.17 3.05  0.360
H 2.16 8.28 0.63  0.426
H 1.44 6.25 -0.51  0.335
H -1.54 2.81 -1.17  -0.458
H -3.84 3.59 -1.28  0.445
H -4.54 5.60 0.02  0.323
H -2.87 6.78 1.41  0.414
H -0.55 6.03 1.47  0.291
H -0.26 5.15 -2.28  0.428
H 0.75 5.73 -4.44  0.441
H 3.05 4.99 -4.98  0.351
H 4.32 3.65 -3.33  0.402
H 3.32 3.07 -1.17  0.494
C 6.59 0.37 3.46  -1.106
C 6.31 -0.14 2.05  -0.056
C 5.68 -1.53 1.98  -1.058
S 4.01 -1.54 2.70  1.186
O 4.16 -1.45 4.18  -0.776
C 3.57 -3.28 2.29  -0.151
C 3.45 -4.15 3.53  -0.301
C 4.81 -4.54 4.12  -1.261
H 7.17 1.29 3.42  0.361
H 7.14 -0.37 4.04  0.312
H 5.66 0.57 4.00  0.204
H 7.26 -0.19 1.49  0.380
H 5.67 0.55 1.50  -0.049
H 6.29 -2.29 2.48  0.435
H 5.54 -1.82 0.94  0.400
H 4.32 -3.67 1.60  0.580
H 2.62 -3.21 1.77  -0.737
H 2.89 -5.04 3.25  0.540
H 2.86 -3.62 4.28  0.162
H 5.44 -5.03 3.37  0.284
H 4.68 -5.23 4.96  0.404
H 5.32 -3.65 4.49  0.224
I 3.25 0.13 -0.87  -0.386